Record 1
Molecular formula: C45H77Br2FO13Si
Method: DFT, ωB97M-V with the def2-TZVPD basis set

Positions of all 139 atoms, in Å:
H: 4.570 9.566 -0.747
C: -3.739 2.478 1.590
C: 6.712 9.720 -0.696
H: 6.251 10.979 3.503
C: 5.349 9.879 -0.055
H: 1.476 2.528 -0.912
H: -7.035 0.824 3.133
H: -7.120 -6.180 -3.398
H: -5.755 -4.322 1.086
C: -3.124 -8.418 -4.379
C: -2.438 4.462 1.044
H: -0.915 -0.777 -1.862
H: -7.337 1.446 0.042
C: 5.009 4.706 5.296
H: -5.823 -6.276 -2.199
C: -1.814 -1.028 -1.297
H: 7.504 10.248 2.495
O: -6.414 -3.728 -3.318
H: 6.780 10.336 -1.592
O: -4.377 -6.638 -3.264
H: -5.504 -0.990 1.646
H: -4.934 -7.449 -5.008
O: 1.277 -5.748 -5.384
H: 5.650 6.759 4.834
H: 6.241 5.871 1.451
C: -1.474 2.746 2.441
O: 5.281 8.638 3.230
H: 1.181 -8.174 -4.619
H: 2.348 -6.518 -1.819
H: -7.519 -6.314 -1.685
C: -4.841 -0.820 -0.383
H: 0.583 1.654 0.307
H: 7.513 10.014 -0.017
O: 3.728 -3.508 2.532
H: -0.642 2.375 3.026
H: -5.448 1.057 3.909
O: -6.999 -3.722 -1.208
H: -4.583 1.041 -1.506
H: -1.997 -5.690 -4.082
C: -1.364 3.971 1.783
C: 1.993 -1.211 0.745
C: -6.514 2.134 0.232
H: -3.636 -9.167 -3.775
C: -6.523 -5.038 0.793
H: -0.848 -2.680 -0.343
O: 4.721 3.943 6.176
C: 1.786 -0.831 -0.707
H: 2.354 1.748 0.367
H: -0.421 0.011 0.622
H: -6.411 2.455 3.413
H: 4.041 5.009 2.215
C: -6.821 -5.881 -2.397
C: 0.689 -1.699 1.410
O: 2.880 -2.404 0.767
C: 5.587 9.359 2.318
H: -4.154 -0.414 -2.358
C: -1.424 -1.803 -0.040
H: 6.322 11.356 1.782
H: -1.526 -6.235 -2.462
C: 2.886 -5.673 -2.249
O: -4.060 -5.242 -1.605
H: -1.894 -4.532 -2.766
C: 4.657 1.529 0.971
O: 3.222 -1.322 2.660
C: -4.098 0.071 -1.379
C: 1.832 -6.171 -4.407
H: 4.348 1.537 -1.192
C: 4.793 5.313 2.943
O: 5.182 9.021 1.080
H: 4.600 -6.773 -2.992
C: -6.749 -4.373 -2.364
H: 2.440 0.483 2.141
H: -2.335 -2.170 0.436
O: 2.324 -5.294 -3.515
C: -2.625 0.249 -1.022
H: 6.367 4.191 2.009
C: 1.499 1.641 -0.282
C: 1.593 0.413 -1.149
C: -4.798 -0.366 1.086
H: -2.537 0.515 0.032
H: 4.127 3.109 -0.433
H: 6.876 8.679 -0.974
C: 6.170 5.218 2.321
H: 4.878 -5.050 -2.747
H: 3.936 2.096 1.565
C: 4.274 0.034 0.959
Br: 1.664 -2.302 -1.876
H: -8.373 -5.032 -0.353
H: 5.620 1.691 1.453
H: 2.670 -4.818 -1.618
H: 4.254 -0.320 -0.071
H: -6.951 3.031 0.680
H: -2.355 5.415 0.538
C: -3.993 -7.187 -4.529
C: -7.571 -4.353 -0.060
H: -4.370 -1.808 -0.440
F: 6.033 2.561 -0.716
C: -3.599 -5.773 -2.578
H: 6.878 5.684 5.529
H: 2.116 -7.947 -3.143
H: 5.138 10.914 0.214
H: 0.810 -1.657 2.491
Si: -5.297 1.419 1.462
C: 4.725 2.196 -0.408
H: -3.521 -6.426 -5.150
C: -2.170 -5.553 -3.018
C: 4.374 -5.927 -2.341
C: 2.032 -7.654 -4.186
H: -6.032 -5.849 0.256
C: 5.822 5.956 5.545
H: 0.615 -2.749 1.132
C: -3.613 3.719 0.952
H: -2.400 -1.685 -1.945
H: -3.818 -0.577 1.521
C: -2.649 2.007 2.340
O: 4.637 4.397 4.035
H: -0.440 4.530 1.860
H: 6.952 5.501 3.026
H: 5.033 -0.520 1.505
H: 4.779 -6.137 -1.351
H: -2.732 1.049 2.842
H: -6.062 2.447 -0.707
H: 5.575 6.319 6.540
H: 4.549 6.330 3.245
H: -5.864 -0.971 -0.729
C: 3.319 -2.515 2.039
H: -1.217 -0.850 1.886
H: -2.212 1.097 -1.574
C: -6.131 1.435 3.146
H: -2.179 -8.185 -3.890
Br: 1.336 0.772 -2.979
C: 2.926 -0.339 1.622
H: -4.441 4.105 0.369
H: 2.934 -7.963 -4.714
C: -0.608 -0.994 0.992
C: 6.464 10.571 2.519
H: -8.032 -3.537 0.496
H: -6.980 -5.450 1.694
H: -2.906 -8.846 -5.358

Results
SMILES string = C/C(Br)=C(/Br)[C@@]1(CCCCCCCC[Si](C)(C)c2ccccc2)OC(=O)O[C@H]1CCCF.CCOC(C)=O.CCOC(C)=O.CCOC(C)=O.CCOC(C)=O.CCOC(C)=O
Kohn-Sham gap = 9.46 eV
HOMO energy = -9.12 eV


Record 2
Molecular formula: H40O20
Method: DFT, ωB97M-V with the def2-TZVPD basis set

Positions of all 60 atoms, in Å:
H: 1.084 -2.184 1.329
O: 0.620 3.470 -1.701
O: 4.285 0.744 -4.062
H: 3.793 -1.559 4.648
O: -3.200 1.774 3.313
H: 0.588 1.401 3.505
H: -0.028 4.087 -1.309
H: -1.577 4.002 1.976
O: 2.355 -1.823 -0.656
H: 2.495 -2.033 -1.587
H: 2.598 -2.204 3.972
O: -1.064 -0.070 -0.962
H: -0.196 -0.411 -0.942
O: -1.588 -2.930 -0.229
O: 0.997 1.200 -3.597
H: 0.830 3.777 -2.571
H: 0.652 -2.265 -3.890
H: -1.595 -5.055 -2.255
H: 3.311 0.875 -0.006
O: -2.135 -0.726 2.749
H: -0.483 5.331 0.247
O: 0.268 5.684 -0.269
O: -2.684 -2.087 -3.137
H: -2.063 0.105 3.155
O: 0.636 -1.385 -3.538
H: 1.730 1.063 -0.218
H: 5.673 2.031 1.217
H: 1.069 5.322 0.116
O: -3.867 -3.049 3.246
O: 0.477 -1.487 1.288
H: -2.202 -1.409 -2.636
H: 2.810 -0.994 -0.425
O: 4.974 1.415 1.419
H: 3.915 0.315 -3.303
H: -1.684 -0.839 -0.875
H: 3.506 1.332 -4.210
O: -1.654 4.467 1.131
H: 1.838 1.284 4.599
O: -0.958 -4.367 -2.213
H: -0.973 -4.001 -3.088
H: 0.782 -0.612 1.531
H: 0.624 1.994 -3.956
H: 0.778 -0.720 -4.193
H: -0.674 -2.563 -0.220
O: 3.143 -2.228 4.766
O: 1.406 1.651 3.839
H: 0.760 1.094 -2.650
O: 2.582 0.728 -0.605
H: -1.525 -3.015 -1.182
H: 4.316 1.780 2.068
H: -5.095 -2.471 -1.110
H: -4.441 -1.722 -0.054
H: -1.569 -1.080 2.114
H: -2.540 4.817 1.065
O: -4.319 -1.959 -0.996
H: -3.171 -3.416 2.712
H: -3.995 1.277 3.159
H: -3.354 -2.167 3.445
H: -3.017 2.484 2.624
H: -3.244 -2.674 -2.588

Results
Kohn-Sham gap = 9.91 eV
HOMO energy = -10.52 eV


Record 3
Molecular formula: C35H42Cl2N13O3Sn
Method: DFT, ωB97M-V with the def2-TZVPD basis set

Positions of all 96 atoms, in Å:
H: 1.821 -4.244 -3.733
O: -4.063 2.474 -0.486
C: 2.352 -4.302 -2.777
C: 0.998 -5.738 2.833
H: -0.255 -3.724 -0.742
N: -1.479 1.192 1.557
H: -0.325 -1.404 5.063
C: -2.542 1.907 -5.260
H: 0.453 -1.492 3.477
H: -3.241 -0.667 3.220
N: 3.426 0.326 2.470
H: -3.609 2.909 4.258
H: -2.017 -3.713 5.030
C: 0.050 -4.755 2.587
Sn: -0.112 0.491 -0.799
H: -2.801 -2.134 5.221
C: 1.172 2.385 -3.072
C: -1.152 1.809 -3.297
C: -3.670 1.714 -4.486
C: 2.410 -1.297 -2.988
N: 0.061 1.812 -2.593
C: -0.178 -2.034 4.180
Cl: -2.655 2.095 -6.987
C: 2.520 -4.584 1.394
H: 3.770 2.521 -3.610
C: 3.014 2.763 0.096
H: 2.533 -5.361 -2.554
C: -2.580 1.855 1.223
N: 2.816 -1.736 -1.664
H: -3.312 -3.229 3.926
N: 1.920 -2.505 0.315
C: 0.315 -3.659 1.760
C: -2.981 1.938 -0.242
H: -1.527 1.663 4.874
H: 3.143 0.089 -0.642
C: -3.738 -1.147 2.381
H: 2.746 2.831 1.145
N: -0.839 -1.040 -2.198
H: 2.996 -6.414 2.412
H: 2.005 -0.813 1.542
H: -4.227 -2.550 0.239
H: 1.635 0.762 1.724
H: -4.035 -0.375 1.670
H: -0.210 0.582 3.052
C: 1.578 -3.591 1.135
N: -2.092 1.445 -1.118
H: 4.053 -1.317 -0.055
C: -3.552 1.572 -3.110
C: 0.360 -4.380 -1.354
H: -4.649 -1.638 2.740
C: 4.344 2.811 -0.286
H: 3.732 -0.248 3.245
C: 3.672 -0.822 -0.946
H: 5.673 2.753 -1.979
O: 1.380 2.830 -4.203
H: -4.268 3.003 1.828
C: -2.307 1.619 -2.504
C: -1.612 -2.407 2.211
C: 2.084 -2.663 -0.955
N: 1.589 -3.699 -1.710
C: 2.245 -5.653 2.235
H: 2.180 -0.228 -2.975
Cl: -5.256 1.647 -5.194
N: 2.009 2.618 -0.768
O: -2.184 -2.890 -2.854
N: 2.063 -0.027 2.195
H: 3.487 -4.498 0.911
N: -1.474 -2.294 3.589
C: -1.857 1.733 3.845
H: 5.118 2.917 0.463
H: 4.506 -0.532 -1.591
C: -3.383 2.486 2.168
H: 4.019 0.096 1.676
C: 4.645 2.717 -1.638
H: 3.313 -3.805 -2.881
H: -0.411 2.108 -5.281
C: -2.453 -2.866 4.484
C: -3.010 2.423 3.498
H: 3.204 -1.464 -3.723
C: -1.122 1.129 2.837
H: -0.195 -4.598 -2.268
H: 1.507 -1.816 -3.297
H: -2.589 -3.187 -0.035
C: -3.160 -2.340 0.332
C: -1.286 1.953 -4.672
H: 0.752 -6.573 3.478
N: -0.677 -2.752 1.388
N: -2.850 -2.089 1.728
H: -2.920 -1.471 -0.288
H: 0.546 -5.314 -0.812
H: -0.940 -4.849 3.019
C: 3.609 2.579 -2.543
C: -1.515 -1.959 -2.526
H: -4.438 1.434 -2.513
C: 2.303 2.520 -2.064
H: 0.336 -2.951 4.489

Results
Kohn-Sham gap = 7.26 eV
HOMO energy = -4.92 eV
Net charge = -1


Record 4
Molecular formula: C4H6N4
Method: DFT, ωB97M-V with the def2-TZVPD basis set

Positions of all 14 atoms, in Å:
H: -2.308 0.275 1.290
H: 0.826 -0.962 0.790
H: -1.532 1.671 1.327
C: -0.738 0.622 -0.949
N: 0.833 -1.217 -0.181
N: -1.257 3.107 -1.061
C: -1.035 1.971 -1.056
H: 1.771 -1.422 -0.427
N: -1.249 0.695 1.186
N: -2.860 -0.680 -1.550
C: -1.841 -0.190 -1.410
C: 0.645 0.022 -0.958
H: 1.432 0.808 -0.745
H: 0.769 -0.146 -2.161

Results
Kohn-Sham gap (alpha / beta) = 8.38 / 8.82 eV
HOMO energy (alpha / beta) = -9.70 / -10.55 eV


Record 5
Molecular formula: C25H43ClN3O4PrSi
Method: DFT, ωB97M-V with the def2-TZVPD basis set

Positions of all 78 atoms, in Å:
H: -1.550 -4.924 -0.057
O: -0.505 -1.113 2.030
H: -1.004 3.437 4.356
C: -0.992 -1.785 4.715
H: -4.448 0.896 -0.963
H: -3.468 -2.351 -2.378
C: -0.640 -0.490 -2.965
C: 2.568 -0.787 -0.586
C: 1.297 -5.579 -1.743
C: -2.208 0.371 4.778
H: 1.071 -3.025 -1.554
C: 0.335 2.257 1.679
H: 2.440 1.090 3.736
H: -1.336 0.251 -5.475
C: -2.083 -0.686 -2.519
H: 0.315 4.518 4.958
Pr: -0.291 -0.747 -0.025
C: 0.016 3.303 -4.905
C: 1.687 1.713 4.258
C: -2.412 -2.120 -2.260
C: 0.274 1.866 -2.993
H: 0.167 4.260 -5.390
H: 2.764 2.121 0.429
C: -0.163 4.093 4.049
O: -0.428 -2.844 -0.195
Cl: -2.589 -0.549 -0.250
H: -1.599 0.682 5.628
H: -0.977 2.422 -6.591
H: 3.354 3.526 2.199
H: -0.429 -2.397 4.021
N: 0.315 -4.842 -0.978
H: 0.828 1.070 4.551
H: 0.642 1.682 -1.995
C: 0.338 -3.511 -0.912
H: -0.337 -1.457 5.522
C: 2.569 4.141 2.680
H: 3.049 0.417 -2.734
H: -2.070 0.173 2.201
O: 1.769 -1.145 0.296
H: -2.547 1.334 -2.600
H: -2.101 -2.406 -1.257
H: 4.408 1.473 0.637
C: -0.628 2.272 -5.578
C: -0.829 1.051 -4.951
C: 0.027 1.574 0.732
H: 0.814 -6.121 -2.557
H: 2.854 -1.475 -1.394
Si: 1.095 3.080 3.121
H: 2.987 4.579 3.610
N: 3.173 0.390 -0.650
N: -1.522 -0.640 4.004
H: -0.537 4.911 3.406
H: -0.424 -1.275 -3.699
H: 3.004 0.677 1.406
H: 0.978 3.890 -3.079
H: 2.143 2.147 5.170
C: -1.372 -0.510 2.683
C: -4.329 0.310 -1.878
H: -2.404 1.239 4.157
H: -3.157 -0.011 5.155
H: -1.854 -2.763 -2.946
C: -0.754 -5.596 -0.359
C: -2.915 0.344 -2.351
H: 1.810 -6.297 -1.104
H: 2.018 -4.882 -2.154
H: 2.983 2.005 -1.953
H: -1.803 -2.374 5.145
C: -0.389 0.834 -3.648
H: 2.254 4.953 1.996
H: -1.170 -6.313 -1.066
C: 3.449 1.020 -1.923
C: 3.354 1.214 0.533
H: -4.635 -0.709 -1.626
H: -5.036 0.697 -2.606
H: -0.386 -6.132 0.517
O: 0.174 -0.649 -1.839
C: 0.470 3.093 -3.610
H: 4.523 1.131 -2.064

Results
Kohn-Sham gap (alpha / beta) = 5.78 / 6.35 eV
<S²> = 2.003
2S+1 = 3
HOMO energy (alpha / beta) = -5.61 / -6.19 eV


Record 6
Molecular formula: C4H4Br2
Method: DFT, ωB97M-V with the def2-TZVPD basis set

Positions of all 10 atoms, in Å:
C: 1.417 -0.452 -2.096
C: -1.928 0.852 1.610
H: -1.090 0.217 1.375
H: -1.948 1.847 1.097
C: 0.147 -0.316 -1.769
C: 1.046 -0.638 -0.625
H: 2.185 -0.426 -2.856
H: -2.573 0.698 2.455
Br: 1.153 -2.397 0.145
Br: 1.591 0.615 0.663

Results
Kohn-Sham gap (alpha / beta) = 9.85 / 6.35 eV
HOMO energy (alpha / beta) = -9.67 / -8.76 eV


Record 7
Molecular formula: C35H30N11O6SbSe4Ti
Method: DFT, ωB97M-V with the def2-TZVPD basis set

Positions of all 88 atoms, in Å:
C: 0.100 -0.234 4.407
N: 0.098 -1.237 3.531
Sb: -1.025 4.603 4.596
C: 4.180 -2.799 -2.037
C: 4.588 0.723 -0.828
C: -2.645 5.229 -2.459
H: -2.928 -0.931 5.315
H: 1.181 2.599 2.705
H: 3.376 0.550 4.534
H: 7.413 -0.635 0.460
O: -5.726 4.909 -4.214
N: -4.686 5.419 -3.841
C: -4.231 3.401 -2.518
O: -2.301 0.017 2.415
C: -1.321 -0.789 -1.397
H: 1.149 0.799 -1.074
H: -1.182 -0.035 -2.159
H: 3.402 -1.361 2.897
Ti: -1.830 1.303 0.850
C: 1.431 1.330 -0.178
N: 3.676 -4.692 -2.934
H: -5.174 3.010 -2.872
H: -1.340 1.294 4.762
C: -3.926 1.391 -1.148
C: 4.767 -1.618 -1.393
H: -4.770 -1.297 3.973
C: 2.636 -3.944 -2.931
C: 2.466 0.022 4.272
H: 3.507 2.262 -1.874
N: 2.642 2.540 1.210
O: -1.365 2.486 -0.450
C: 5.785 0.630 -0.133
N: -2.381 -0.488 4.599
Se: -1.557 2.948 2.535
H: -2.274 -1.814 -3.631
N: 0.686 1.478 0.895
N: -1.827 -1.993 -1.634
C: -1.838 4.487 -1.604
H: 1.247 -2.448 2.326
C: 6.477 -0.575 -0.082
H: -1.128 0.218 6.094
H: 6.494 -2.652 -0.667
H: 0.532 -2.429 -2.492
C: -2.146 -2.617 -2.906
C: -3.823 4.652 -2.913
C: -1.200 0.247 5.012
H: -4.564 -1.029 2.228
C: 0.947 -5.388 -4.064
C: 1.470 2.241 1.723
H: -3.088 -3.145 -2.792
C: -1.062 -3.581 -3.351
N: -1.030 -0.664 -0.110
C: 4.088 -0.409 -1.458
H: 3.161 -0.353 -2.016
H: 1.201 1.239 5.523
C: 5.975 -1.703 -0.709
O: 2.876 -2.735 -2.384
C: -2.836 -0.557 3.367
H: 4.377 2.822 -0.428
H: -2.382 6.229 -2.769
Se: 1.418 4.660 4.443
H: -3.800 -2.425 3.002
N: 4.705 -3.931 -2.338
C: -2.199 3.212 -1.214
C: 0.263 -3.326 -3.035
C: 1.262 -4.229 -3.368
N: 2.598 1.954 -0.018
H: 6.174 1.501 0.382
C: -0.372 -5.625 -4.417
H: -0.910 4.887 -1.217
N: -1.868 -2.720 -0.485
C: -4.077 -1.376 3.135
H: -4.863 1.016 -1.550
C: -1.393 -1.884 0.402
Se: -1.401 3.439 6.733
C: 3.794 2.012 -0.854
C: -3.451 2.648 -1.623
C: 2.481 -1.024 3.356
C: 1.262 0.421 4.813
C: 1.279 -1.618 3.027
H: -1.274 -2.128 1.447
C: -1.374 -4.734 -4.054
H: -2.406 -4.945 -4.314
Se: -3.622 2.709 1.641
O: -3.368 0.665 -0.194
H: -0.626 -6.522 -4.968
H: 1.736 -6.087 -4.313
O: -4.312 6.520 -4.194

Results
Kohn-Sham gap = 4.60 eV
<S²> = 0.785
2S+1 = 2
HOMO energy = -3.55 eV
Net charge = -1